Entry 1:
Computed, not measured: the ion C4H9NO2 with charge -2 in a non-equilibrium geometry, with ωB97M-V/def2-TZVPD.

Summary:
Kohn-Sham gap: 0.2457 Ha
Net charge: -2
Calculated total energy: -362.87094 a.u.
Energy above the lowest of the compared OMol25 structures with the same formula, charge and spin: 108.93 kJ/mol
HOMO energy: 0.018 Ha

Each line ends with the natural charge from an NBO analysis.
Positions of all 16 atoms, in Å:
O 3.43563 1.09564 -0.92379  -0.9701
O -2.84461 -1.99852 1.51698  -0.9577
N -1.26978 -0.71218 0.32050  -0.7143
C -2.16435 -0.81694 1.52923  0.1664
C 1.30359 -0.12085 -0.31835  -0.4339
C -0.23602 0.27236 -0.10654  -0.2098
C 2.15767 0.90154 -1.18975  0.0126
H -1.90692 -1.03765 -0.49955  0.3357
H 1.78632 -0.36211 0.58847  0.1791
H 1.96591 0.48474 -2.17674  0.0600
H 1.29875 -1.08349 -0.95207  0.1492
H 1.63000 1.95597 -1.07822  0.0241
H -0.61755 0.73289 -1.12177  0.1421
H -0.20764 1.14607 0.55897  0.1568
H -2.82788 0.18705 1.45841  -0.0120
H -1.50312 -0.64453 2.39423  0.0720

Entry 2:
Computed, not measured: a cluster of 2 separate species, C56H64F6N5 in total in a non-equilibrium geometry, with ωB97M-V/def2-TZVPD.

Summary:
Kohn-Sham gap: 0.1740 Ha
Net charge: +1
Calculated total energy: -3045.04751 a.u.
HOMO energy: -0.314 Ha

Each line ends with the Mulliken charge.
Positions of all 131 atoms, in Å:
F -2.31301 -2.87122 4.29601  -0.2550
F -0.57213 -3.25184 5.59821  -0.2078
F 1.99361 -5.02687 0.30550  -0.2519
F -1.28122 -4.82351 4.22265  -0.2864
F 3.52638 -4.65585 1.84692  -0.2537
F 3.38051 -3.32526 0.08877  -0.2769
N -0.32242 2.36936 1.07562  -1.5651
N 10.25312 -0.35353 4.28072  0.0573
N 0.96465 2.60784 1.43014  1.4940
N -0.51039 1.04308 1.26467  1.6139
N 1.72823 -1.35081 8.39834  -0.0186
C -4.10522 0.19074 1.43249  -0.4739
C 0.32525 -1.03433 8.59850  -0.5713
C -1.76721 0.40908 0.95255  0.0210
C 2.12692 6.67916 1.00770  -1.3275
C 1.68157 -1.79750 1.55580  -0.7082
C 8.15935 -0.07832 5.48804  -1.3339
C 2.50311 0.29165 5.22286  0.3369
C -2.87483 2.04879 2.59852  2.4277
C 1.57501 5.97094 -0.06079  -0.4268
C 2.30309 6.04158 2.23742  -1.0320
C -0.22819 -1.57769 3.01421  -0.5156
C 0.42723 4.41255 4.35395  -1.4024
C -0.06456 0.27041 7.94959  -1.0806
C 2.90560 1.21893 2.30042  -2.3882
C 1.63212 3.75598 -2.28506  -1.5006
C 6.81459 0.20961 5.44876  -0.9244
C -1.07966 -3.48224 4.32973  0.6654
C 10.85622 -1.18307 5.30033  -1.0319
C 8.35416 0.59378 3.14583  0.4259
C 11.17205 -0.01786 3.21925  -0.7520
C -0.68743 -0.87826 -0.98865  2.2490
C 1.75051 -0.19550 6.27670  0.7774
C 3.86776 -0.07768 5.02015  -0.3023
C 0.62277 0.44183 1.76743  -1.1265
C 2.91262 4.64424 4.76088  -1.9906
C 0.60462 3.98340 -1.17860  2.0417
C 0.33523 0.25357 6.47733  0.2362
C -1.84483 -0.61518 -0.02117  -0.1929
C -3.80112 3.16704 2.12054  -1.6401
C -0.59297 4.79418 -1.67352  -1.6226
C 4.31808 -1.19856 5.80536  -1.3420
C 0.78369 -3.73913 2.65198  -1.0334
C 2.35887 -1.07512 7.22336  0.7005
C -3.05182 -1.30327 -0.14088  -0.8652
C 0.67961 -0.97038 2.12038  0.9679
C 6.15278 0.51753 4.22536  -0.5473
C 10.68094 1.11713 2.34055  -0.8134
C -3.14330 1.58042 4.02750  -1.2664
C 2.28469 -2.29614 9.34363  -1.2243
C 1.93334 4.70004 2.39339  0.3887
C 8.95754 0.06541 4.32308  1.3636
C 9.22023 0.91278 1.96482  -0.8069
C 1.83009 4.12347 3.80908  2.9121
C -0.54192 0.25446 -2.00729  -1.0465
C -2.89911 0.87077 1.62669  0.8264
C 3.64671 -1.59729 6.93073  -0.7687
C -0.15482 -2.93181 3.28329  0.2553
C -0.75272 -2.23599 -1.69212  -2.1702
C 4.71841 0.65913 4.14765  0.2593
C 2.64418 -4.03695 0.99968  0.5911
C 6.97842 0.75115 3.08877  -0.9456
C 1.23337 4.62782 0.06586  0.7998
C 1.59143 1.41280 1.83626  1.7875
C 1.67269 -3.16598 1.75300  -0.3986
C 1.45663 3.95608 1.28421  -0.5691
C -4.18559 -0.89449 0.56981  -1.6049
H 2.35877 7.73390 0.89224  0.3754
H 2.29567 -3.32327 8.94473  0.3468
H -1.86813 2.46484 2.57209  -1.2309
H -1.08045 4.27114 -2.50433  0.4194
H 0.44041 1.10740 8.44399  0.3553
H -5.13278 -1.42197 0.43349  0.3954
H -3.11535 -2.14926 -0.82745  0.4232
H -3.73552 4.03468 2.78813  0.4365
H 3.30998 -2.02009 9.61872  0.4006
H 8.61590 -0.39043 6.42014  0.3477
H 2.92147 4.04528 5.68000  0.3394
H 5.25636 -1.69024 5.54443  1.0345
H 0.18357 -2.39991 -2.24245  0.4289
H 9.14240 0.11013 1.22133  0.3007
H -0.28480 -1.84962 8.17412  0.2503
H 1.37498 6.48296 -1.00853  0.3323
H -4.98565 0.53648 1.97981  0.4189
H 2.73209 5.68930 5.04489  0.4954
H -3.49084 3.48829 1.11846  0.3513
H 0.36498 0.10604 -2.60556  0.4098
H 0.19065 1.25223 6.05091  -0.1092
H -1.57780 -2.28253 -2.41443  0.4314
H 0.22264 -0.89057 -0.37373  -0.6220
H 2.67611 6.61536 3.09390  0.3090
H -0.46785 1.23048 -1.51464  -0.1043
H -0.34743 -0.40498 5.91640  -0.0973
H -0.85836 -3.05761 -0.97250  0.4516
H 6.24634 0.17030 6.37041  0.6394
H -1.40708 0.28684 -2.68338  0.3070
H 10.79682 2.06621 2.87570  0.3382
H 11.63725 -0.61053 5.82484  0.3388
H 1.18703 3.18809 -3.11124  0.3985
H 12.13016 0.24765 3.69189  0.4274
H 4.38077 1.58759 3.67956  0.2791
H 0.22421 3.01012 -0.87079  -1.3261
H 1.65592 -2.26959 10.24114  0.3575
H 1.99835 4.71373 -2.67677  0.3512
H -0.35290 4.08240 3.65350  0.1765
H 0.15284 -1.01194 9.67876  0.4676
H 3.58097 2.04951 2.10509  0.5026
H -4.84378 2.83117 2.06720  0.3148
H -2.45173 0.76812 4.29545  0.2239
H -4.16738 1.19848 4.13483  0.3042
H -0.99536 -0.97711 3.49794  0.3173
H 10.11936 -1.52545 6.02919  0.3093
H 8.84083 1.81017 1.47202  0.4068
H 11.36643 -0.91649 2.60768  0.3708
H -1.13968 0.42449 8.06189  0.4096
H 11.30129 1.16827 1.44493  0.3543
H 2.49023 3.18828 -1.90741  0.3668
H 4.10432 -2.30774 7.62529  0.4747
H -1.32215 4.91590 -0.86360  0.3577
H 3.90576 4.57326 4.30201  0.4438
H 11.32810 -2.06553 4.83970  0.3282
H 0.26240 3.91545 5.31741  0.3910
H 6.52569 1.05329 2.14302  0.5231
H 2.04628 0.99738 4.52471  0.3848
H 3.18517 0.17069 2.42809  0.7776
H 0.29815 5.49639 4.49694  0.3647
H -0.28517 5.79128 -2.01467  0.3484
H -2.98871 2.39877 4.74376  0.3948
H 1.96965 3.04132 3.70328  -1.0234
H 2.43265 -1.33226 0.92235  0.7513
H 0.82549 -4.79608 2.86062  0.6210

Entry 3:
Computed, not measured: a structure of composition C41H47N5O3PtS in a non-equilibrium geometry, with ωB97M-V/def2-TZVPD.

Summary:
Kohn-Sham gap (spin up / spin down): 0.2674 / 0.2337 Ha
Multiplicity: 3
Calculated total energy: -2607.40430 a.u.
HOMO energy (spin up / spin down): -0.278 / -0.283 Ha

Each line ends with the Mulliken spin population.
Positions of all 98 atoms, in Å:
Pt -0.33601 -0.36487 0.48784  1.3561
S -6.30457 -1.42843 3.19829  0.0006
O 1.54485 -2.47216 0.92429  0.0024
O -0.13774 -1.88668 2.19443  0.0600
O 1.10162 -3.58144 2.72613  0.0137
N 0.86612 -2.67227 1.95012  0.0033
N -4.82683 0.66455 6.97643  0.0000
N -2.48932 -0.96026 0.75530  0.0943
N 0.35226 1.60210 0.82786  0.1773
N -0.67463 0.26717 -1.58730  0.0375
C -4.72302 0.44936 -1.79895  0.0031
C -3.57947 1.93636 -3.47777  0.0006
C -0.40224 2.52879 2.96814  0.0567
C -5.72548 -0.59618 4.68137  0.0001
C -5.10144 -1.32701 5.67985  -0.0002
C -5.42831 1.34956 6.01100  0.0001
C -3.96846 -2.32267 2.03218  0.0079
C -4.47120 -0.01244 1.68515  0.0159
C 0.98072 -3.67863 -2.47443  0.0012
C -2.90503 2.60857 3.12072  0.0061
C -3.37297 0.87853 -2.38977  -0.0062
C 3.76584 1.47189 1.41564  0.0014
C -1.32341 -2.60043 -3.87582  -0.0082
C -3.30005 0.08128 0.96031  0.0060
C 2.75091 0.52149 2.06329  0.0357
C 1.22973 4.73145 -1.81572  0.0223
C -2.61382 -0.32267 -2.92446  0.0106
C 0.61941 2.58853 -0.04391  -0.0084
C 1.80485 -1.45135 -3.28097  -0.0003
C -3.23379 -1.16216 -3.84259  -0.0113
C -5.90249 0.76863 4.84228  0.0000
C 0.72069 -2.17326 -2.47280  0.0115
C -1.66900 3.07688 2.34053  -0.0220
C -2.82691 -2.14299 1.27213  -0.0228
C -0.66563 -1.80518 -2.94720  -0.0370
C 0.33057 2.49706 -1.43939  0.0064
C 1.54904 4.81401 -0.45254  -0.0114
C -1.65076 4.60739 2.26612  0.0025
C 1.70313 1.28317 2.84778  -0.0056
C -4.80324 -1.23590 2.24969  0.0007
C -0.17527 2.73557 4.32255  -0.0231
C -1.31983 -0.64316 -2.48231  0.0558
C -4.67070 -0.64404 6.80986  0.0001
C 0.54270 1.79746 2.22182  0.0674
C 0.64648 3.58638 -2.28079  -0.0080
C -2.59437 -2.28556 -4.32615  0.0128
C 1.88334 1.51772 4.20370  -0.0265
C 3.47929 -0.52553 2.90931  0.0042
C -0.25358 1.37290 -2.09150  -0.0055
C 1.26160 3.78252 0.39895  0.0277
C 0.95758 2.23858 4.93778  0.0282
H 0.81000 -1.83504 -1.44490  0.0369
H 2.03542 5.70208 -0.06853  -0.0002
H -4.17312 2.76916 -3.09583  0.0004
H -0.34900 1.48585 -3.17471  0.0092
H -6.39861 1.35877 4.08430  -0.0002
H 1.45227 5.55043 -2.48544  0.0011
H -1.49978 5.03971 3.25719  0.0001
H -2.16371 -2.97102 1.06481  0.0051
H 3.96397 -1.24495 2.25025  0.0000
H -2.83303 1.54805 3.36313  -0.0032
H -2.78729 1.32837 -1.58710  -0.0106
H -3.01331 3.16258 4.05458  0.0006
H -0.89341 3.30344 4.90223  -0.0001
H -3.08841 -2.92343 -5.04784  0.0010
H -3.80746 2.77277 2.52629  -0.0006
H -5.43377 0.19611 -2.58686  0.0001
H -0.85098 4.95983 1.61691  -0.0013
H 1.76217 -1.75239 -4.33006  0.0001
H -5.15319 1.26302 -1.21145  0.0000
H -2.59986 4.97863 1.87305  0.0003
H 0.16080 -4.22195 -2.00172  0.0001
H 4.28394 2.05793 2.17838  0.0004
H -4.21155 -3.29046 2.44636  0.0008
H -4.23246 -0.92434 -4.18891  0.0002
H -4.17519 -1.17113 7.61748  0.0000
H 2.78752 -1.71050 -2.88354  0.0001
H 2.78969 -1.06619 3.55860  -0.0001
H 4.50751 0.89325 0.86133  -0.0005
H 3.28514 2.15950 0.72027  0.0000
H 2.25497 -0.00493 1.24782  0.0162
H -3.00160 1.01707 0.50421  0.0104
H -2.62399 2.33374 -3.82434  0.0000
H -4.95499 -2.39297 5.57706  -0.0001
H -5.53747 2.41526 6.18076  0.0000
H -4.60008 -0.42342 -1.15676  -0.0022
H 0.41033 3.49369 -3.33521  -0.0005
H 1.11777 -4.05977 -3.48850  0.0005
H 1.12005 2.41129 5.99419  0.0016
H 1.54336 3.84531 1.44079  -0.0005
H 4.24837 -0.06493 3.53353  0.0004
H -5.11535 0.84643 1.80408  0.0006
H -0.82517 -3.47836 -4.26527  -0.0002
H -4.10261 1.50916 -4.33445  0.0000
H 2.77239 1.14566 4.69600  0.0005
H 1.69080 -0.36728 -3.22875  0.0023
H 1.88705 -3.88029 -1.90534  -0.0001
H -1.73673 2.69235 1.32037  -0.0019

Among the records above, which one has the lowest calculated total energy? C56H64F6N5

What is the calculated total energy in the first record? -362.87094 a.u.